(1)
One molecule with the formula C8H18N2O2, computed with ωB97M-V/def2-TZVPD.

Properties
net charge = 0
orbital gap = 10.6 eV
lowest unoccupied orbital energy = 0.75 eV
E_HOMO = -9.86 eV
structure (SMILES) = CC(C)(CO)/N=[N+](\[O-])C(C)(C)C
multiplicity = 1

Each line ends with the Löwdin charge.
Geometry (Å):
C 2.150 -0.712 1.527  -0.023
N 0.459 0.156 -0.030  0.149
O 2.589 1.920 -0.157  -0.040
C 1.813 -0.397 0.071  -0.498
C -2.424 0.239 1.410  -0.031
O -0.667 -1.665 0.623  -0.026
C -1.622 1.636 -0.562  -0.046
H 3.133 -1.295 1.345  0.114
C -2.789 -0.545 -0.943  -0.006
H -3.760 -0.024 -0.782  0.097
H 2.623 -2.511 -0.442  0.085
C 1.867 -1.772 -0.751  -0.016
H -2.240 -0.757 1.618  0.047
H 1.716 2.184 -0.273  0.028
H 1.434 -1.390 1.820  0.035
C 2.754 0.594 -0.651  -0.198
H -2.277 -0.290 -1.858  0.074
N -0.560 -0.479 0.224  -0.262
H 2.621 0.368 -1.716  0.105
H -2.937 -1.632 -0.895  0.089
H -1.147 2.307 0.268  0.118
H -3.464 0.450 1.447  0.077
H 2.270 0.091 2.275  0.095
H -2.543 2.034 -0.932  0.074
H -1.821 0.951 2.096  0.127
H 3.837 0.372 -0.277  0.160
H -0.880 1.469 -1.359  0.079
C -1.832 0.242 0.024  -0.540
H 0.894 -2.208 -0.578  0.049
H 2.024 -1.526 -1.840  0.086


(2)
C23H25N3O5W as an isolated structure, computed with ωB97M-V/def2-TZVPD.

Properties
net charge = +2
orbital gap (spin up / spin down) = 5.9 / 6.0 eV
lowest unoccupied orbital energy (spin up / spin down) = -7.73 / -8.01 eV
E_HOMO (spin up / spin down) = -13.66 / -14.06 eV
multiplicity = 3

Each line ends with the Löwdin spin population.
Geometry (Å):
H -4.048 0.373 -1.855  0.000
O 1.294 0.947 1.060  0.065
H 1.480 0.803 -5.075  0.000
C -3.757 0.141 -0.831  0.000
N 0.552 -0.910 -1.783  -0.003
C -0.879 -2.050 4.058  -0.017
H -0.220 -1.408 6.018  0.006
O -1.415 0.471 -0.269  0.061
C -2.572 2.351 -1.204  0.000
H 0.376 1.907 -1.083  0.004
H -3.350 -0.870 -0.825  0.000
H 2.121 -2.325 2.389  0.004
C 0.588 -0.180 4.458  -0.012
C -0.182 -1.216 4.956  0.124
H -2.235 2.047 -2.195  0.000
O -1.100 -2.206 0.439  0.043
N 1.635 -1.845 0.368  0.000
H 2.769 2.889 -5.282  0.000
H -3.267 0.689 1.761  0.000
H -4.656 0.143 -0.216  0.000
H -2.351 -4.079 1.085  0.000
C 1.527 1.490 -4.238  0.000
C -1.361 -2.562 1.610  0.047
H 1.770 -2.091 -2.984  0.001
O 2.179 1.938 2.791  0.059
C -3.023 1.553 1.140  0.003
H 1.174 0.423 5.142  -0.003
C 2.342 3.544 -3.288  0.000
C 0.861 1.191 -3.057  -0.001
C 2.259 2.666 -4.355  0.001
H -0.977 0.057 -2.840  0.000
H 0.252 -0.708 -3.841  0.000
H -3.880 2.227 1.154  0.000
C -0.813 -1.775 2.720  0.100
C 1.478 -1.818 -1.975  0.038
C 2.071 -2.383 -0.840  -0.002
H 3.499 -3.983 -1.352  0.003
C 2.987 -3.398 -0.605  0.057
H -1.862 3.071 -0.797  0.000
O -2.064 -3.611 1.890  0.027
C 0.620 0.062 3.088  0.134
H -1.438 -2.907 4.409  -0.003
W 0.070 -0.448 0.194  0.961
C 0.096 -0.106 -2.945  0.002
C 1.394 1.017 2.324  0.110
H -3.538 2.846 -1.313  0.000
H 3.751 -4.172 1.336  -0.001
H 2.233 1.965 3.758  0.000
C -2.749 1.154 -0.294  0.003
H 2.918 4.455 -3.379  0.000
N -0.129 -0.697 2.230  0.125
H 1.737 3.942 -1.266  0.000
C 0.940 2.091 -1.995  0.006
C 1.681 3.255 -2.100  0.002
C 3.114 -3.498 0.789  -0.001
H -2.176 2.085 1.577  0.000
C 2.275 -2.546 1.343  0.059


How do the records compare in largest force on an atom? In the order shown, they have 0.06947 0.02567 Eh/bohr.
How do the records compare in relative energy (zero: lowest compared OMol25 entry of this formula, charge and spin)? In the order shown, they have 1.671 0.209 eV.